Entry 1:
48
Properties=species:S:1:pos:R:3:forces:R:3 method="wB97M-V/def2-TZVPD" smiles=OCCC[C@@H]1CCCCN1Cc1nc(Cc2ccccc2Cl)no1 charge=0 de_lowest_ev=1.702 gap_ev=8.85 e_tot_ev=-40142.7496
O 3.8187 -0.0232 1.9393 -0.26 0.10 0.39
C 4.6330 -0.3067 0.8171 0.45 0.03 -0.46
C 4.1244 0.4444 -0.4120 -0.03 -0.41 0.19
C 2.8935 -0.1860 -1.0629 0.00 0.21 0.35
C 1.6292 0.0111 -0.2106 0.05 -0.47 -0.11
C 0.4146 -0.7332 -0.7908 0.04 0.06 -0.05
C -0.1728 -0.0247 -2.0068 -0.11 0.00 0.16
C -0.5127 1.4134 -1.6342 0.22 -0.02 -0.08
C 0.7500 2.1118 -1.1208 -0.16 0.09 -0.17
N 1.4075 1.4369 -0.0211 -0.02 0.13 0.20
C 1.0385 1.8646 1.3053 0.14 0.18 -0.08
C -0.3945 1.6202 1.6424 -0.48 -0.44 0.23
N -1.0001 0.4829 1.8108 0.58 0.05 0.10
C -2.3076 0.8425 1.9585 0.35 0.68 0.10
C -3.3934 -0.1633 2.0892 -0.04 0.08 -0.06
C -3.3167 -1.0725 0.8912 -0.16 0.01 0.00
C -2.7603 -2.3404 0.9931 -0.07 0.01 -0.06
C -2.6350 -3.1587 -0.1153 0.04 -0.06 0.02
C -3.0657 -2.7159 -1.3537 0.00 0.01 -0.01
C -3.6175 -1.4538 -1.4810 -0.03 0.05 0.01
C -3.7342 -0.6407 -0.3651 0.06 -0.21 -0.02
Cl -4.4078 0.9441 -0.5571 -0.12 0.07 -0.10
N -2.4893 2.1301 1.9011 -1.13 -0.17 0.20
O -1.2465 2.6528 1.6975 0.78 0.01 -0.12
H 4.1767 -0.4807 2.7068 -0.03 0.03 -0.06
H 5.6662 0.0083 1.0254 -0.11 -0.09 -0.04
H 4.6391 -1.3884 0.6176 0.04 0.08 -0.02
H 3.8781 1.4632 -0.1134 0.10 0.11 -0.05
H 4.9372 0.4777 -1.1400 0.05 0.06 0.02
H 3.0598 -1.2552 -1.2079 -0.01 -0.07 -0.10
H 2.7506 0.2660 -2.0442 -0.05 -0.06 -0.14
H 1.8368 -0.4102 0.7751 -0.04 0.04 -0.07
H 0.7088 -1.7510 -1.0527 0.04 -0.08 0.03
H -0.3524 -0.7978 -0.0171 0.04 -0.08 -0.08
H 0.5459 -0.0268 -2.8295 0.00 -0.01 -0.13
H -1.0690 -0.5523 -2.3403 0.07 -0.01 -0.08
H -1.2887 1.4148 -0.8671 -0.12 0.05 0.05
H -0.9005 1.9562 -2.4983 -0.05 0.06 0.01
H 1.4685 2.1739 -1.9469 -0.07 0.11 -0.07
H 0.5175 3.1325 -0.8078 0.08 0.02 -0.04
H 1.6789 1.3361 2.0156 -0.10 0.11 0.02
H 1.2196 2.9411 1.3903 0.03 -0.08 0.09
H -3.2414 -0.7394 3.0030 -0.06 0.02 -0.02
H -4.3491 0.3593 2.1359 0.02 -0.08 0.07
H -2.4150 -2.6831 1.9568 0.04 -0.02 0.12
H -2.1983 -4.1402 -0.0120 0.04 -0.09 0.01
H -2.9699 -3.3479 -2.2235 0.00 -0.05 -0.08
H -3.9546 -1.0917 -2.4397 -0.04 0.05 -0.08



Entry 2:
58
Properties=species:S:1:pos:R:3:forces:R:3 method="wB97M-V/def2-TZVPD" smiles="CCCC[C@@]1(C(=O)[O-])C[C@](CCCCC(F)(F)C(F)(F)S(F)(F)(F)(F)F)(CCC(=O)O)C(=O)O1" charge=-1 gap_ev=6.79 e_tot_ev=-66634.4401
C -4.5758 -3.4546 -3.5591 0.03 -0.11 0.22
C -4.1855 -3.0312 -2.1259 0.19 -0.11 -0.21
C -2.7822 -2.3918 -2.0148 -0.22 -0.15 -0.22
C -1.6971 -3.3462 -1.4727 -0.23 0.19 -0.03
C -1.1832 -3.0593 -0.0378 0.30 -0.46 0.92
C -1.6871 -4.2100 0.9022 -0.32 0.32 0.09
O -0.9795 -5.2327 0.8314 0.11 -0.21 -0.03
O -2.7298 -3.9840 1.5396 0.18 -0.04 -0.08
C 0.3626 -2.8998 0.0444 -0.06 -0.08 -0.63
C 0.5909 -1.4777 0.5701 0.25 -0.20 0.01
C 1.8028 -0.7955 -0.0668 -0.20 0.03 0.24
C 2.1112 0.5901 0.5182 -0.03 -0.03 -0.37
C 2.7312 1.5389 -0.5149 -0.08 -0.12 0.55
C 2.8192 2.9553 0.0719 0.30 -0.18 0.07
C 2.9186 4.0712 -0.9522 -0.21 -0.22 -0.15
F 3.2149 3.5631 -2.1799 0.13 -0.09 -0.24
F 3.9159 4.9406 -0.6764 0.15 0.28 0.23
C 1.6306 4.8944 -1.2369 0.20 0.01 0.30
F 1.8881 5.7761 -2.1948 0.08 0.34 -0.30
F 0.7011 4.0632 -1.6825 -0.40 -0.35 -0.03
S 0.8634 5.8604 0.2137 0.03 0.01 0.04
F 1.5630 7.2102 -0.2402 0.04 -0.02 0.02
F -0.3883 6.1987 -0.7013 0.00 0.00 -0.02
F 0.1482 4.5397 0.7291 0.03 0.05 0.01
F 2.1050 5.5612 1.1661 -0.07 -0.03 0.03
F 0.1827 6.6499 1.3981 -0.01 0.00 0.00
C 0.6872 -1.5281 2.1257 -0.20 -0.22 0.03
C -0.1750 -0.5015 2.8892 0.15 0.19 0.07
C 0.3959 -0.2161 4.2497 0.13 -0.10 0.10
O 0.2208 -0.8693 5.2425 -0.12 0.17 -0.01
O 1.1955 0.9003 4.2705 -0.54 0.22 -0.22
C -0.7411 -0.8558 0.1924 -0.08 -0.03 0.23
O -0.9594 0.2474 -0.2451 0.01 -0.08 0.26
O -1.6894 -1.7709 0.4641 0.01 0.29 -0.93
H -5.6290 -3.2461 -3.7585 0.03 -0.03 -0.06
H -3.9735 -2.9379 -4.3098 -0.10 0.05 0.00
H -4.4274 -4.5284 -3.7010 0.04 0.07 -0.08
H -4.9391 -2.3454 -1.7339 0.06 -0.03 0.02
H -4.1941 -3.9258 -1.5005 -0.20 0.18 0.21
H -2.8573 -1.4947 -1.4056 0.14 -0.04 0.06
H -2.4836 -2.0583 -3.0147 0.00 0.05 0.07
H -0.8557 -3.3722 -2.1707 0.04 0.06 0.11
H -2.1014 -4.3608 -1.4524 0.11 0.00 -0.08
H 0.8281 -3.6764 0.6490 -0.22 0.03 0.12
H 0.7710 -3.0245 -0.9642 0.12 0.21 0.07
H 1.6125 -0.7076 -1.1406 0.06 -0.04 0.01
H 2.6511 -1.4731 0.0780 0.06 0.10 -0.18
H 1.1712 1.0430 0.8425 0.12 -0.03 0.11
H 2.7838 0.4878 1.3745 -0.17 0.13 0.11
H 3.7425 1.1959 -0.7459 -0.12 0.00 -0.38
H 2.1059 1.5134 -1.4075 0.13 0.07 -0.06
H 3.7265 3.0356 0.6764 -0.10 0.04 0.06
H 1.9810 3.1119 0.7440 -0.06 0.13 -0.04
H 1.7394 -1.4485 2.4155 -0.03 0.10 -0.06
H 0.3552 -2.5168 2.4482 0.05 0.06 0.03
H -1.1785 -0.9037 3.0360 0.06 -0.03 -0.06
H -0.2609 0.4440 2.3536 0.06 -0.06 -0.02
H 1.1570 1.2518 5.1702 0.37 -0.29 0.12



Entry 3:
50
Properties=species:S:1:pos:R:3:forces:R:3 method="wB97M-V/def2-TZVPD" smiles="C[C@H](NS(=O)(=O)c1ccc(F)cc1)[C@H](c1cccs1)N1CCN(C)CC1" charge=0 de_lowest_ev=3.586 gap_ev=8.55 e_tot_ev=-52004.5463
C 1.6122 1.5086 -0.9355 -1.03 1.12 -0.46
C 0.2932 1.0922 -0.1084 0.04 -0.37 -1.48
N 0.1797 1.3421 1.3820 -0.37 0.89 -1.16
S -1.4626 1.5230 1.9607 -0.40 -0.81 -3.65
O -2.4065 2.0884 0.9270 3.03 -0.92 2.77
O -1.6785 0.1581 2.3718 -1.11 0.36 1.19
C -1.2951 2.6232 3.3347 -0.96 -1.98 1.84
C -0.8893 3.8901 3.1761 1.38 1.77 -2.29
C -0.5977 4.6980 4.2632 -0.34 2.65 -0.18
C -1.0098 4.3275 5.5104 -0.24 -0.90 1.30
F -1.0300 5.2242 6.5339 0.39 -0.58 -0.73
C -1.4116 3.0035 5.7637 0.11 0.55 -0.89
C -1.5447 2.1791 4.6603 -0.01 -1.71 0.27
C -0.0557 -0.4289 -0.4188 3.09 -0.55 0.50
C 0.9781 -1.2452 0.4309 -0.94 -0.77 0.89
C 0.6209 -2.0574 1.5107 2.84 1.15 -1.13
C 1.7966 -2.7122 2.0478 -3.14 -1.61 1.78
C 2.9368 -2.4698 1.4407 2.96 -0.05 -0.63
S 2.7151 -1.3537 0.1493 -0.79 0.05 -0.15
N 0.1462 -0.8961 -1.8404 0.32 0.74 1.17
C -0.7542 -0.3181 -2.8480 1.03 -3.40 0.02
C -0.2978 -0.8096 -4.2222 -1.41 -0.29 -2.23
N -0.5284 -2.2927 -4.3807 -0.71 0.79 1.19
C -0.1725 -2.9208 -5.6967 0.50 3.66 1.29
C 0.0893 -3.0189 -3.1842 1.54 2.73 -3.27
C 0.0531 -2.3386 -1.8692 0.62 -0.04 -0.31
H 2.5621 1.0053 -0.7160 -0.62 -0.10 -0.03
H 1.8516 2.6037 -0.9344 -0.49 -0.73 0.70
H 1.3184 1.3862 -2.0262 0.53 -0.42 1.33
H -0.4932 1.6507 -0.6311 0.01 0.27 0.62
H 0.5708 0.5383 1.9207 -0.53 0.76 -0.55
H -0.7341 4.2476 2.1229 0.05 -0.16 1.24
H -0.2383 5.7614 4.1558 -0.43 -1.36 -0.13
H -1.5898 2.5827 6.7442 -0.09 0.40 0.05
H -1.8086 1.1228 4.9297 0.19 1.02 -0.92
H -0.9958 -0.6937 0.0714 -0.45 0.10 -0.51
H -0.3022 -2.0723 2.0303 -0.95 -0.11 -0.11
H 1.6267 -3.4741 2.8365 0.56 0.71 -0.38
H 3.9615 -2.8974 1.6876 -1.62 0.73 -0.50
H -1.7717 -0.6601 -2.6767 -0.48 0.05 -0.08
H -0.6931 0.6951 -2.7710 0.03 2.95 0.01
H 0.7342 -0.5666 -4.5044 0.27 0.16 0.63
H -0.9100 -0.2088 -5.0201 0.73 -1.37 1.26
H 0.8841 -2.6817 -5.8838 0.12 -0.79 -0.22
H -0.7322 -2.5827 -6.5853 -0.16 0.33 0.74
H -0.4427 -3.8860 -5.5121 0.04 -3.02 -0.10
H -0.2206 -3.9940 -3.0497 -1.44 -2.03 -0.05
H 1.1439 -3.1530 -3.3888 0.80 0.10 -0.55
H -0.8270 -2.6181 -1.4239 -2.68 -0.70 1.48
H 0.8193 -2.9013 -1.3345 0.22 0.70 0.40



Entry 4:
53
Properties=species:S:1:pos:R:3:forces:R:3 method="wB97M-V/def2-TZVPD" charge=0 de_lowest_ev=0.560 gap_ev=6.49 e_tot_ev=-80546.3786
K 0.7053 0.4724 -0.0897 -0.95 -0.18 -0.07
C 1.8627 1.4749 -3.1028 0.07 -0.13 0.03
O 1.5186 0.3421 -2.3294 0.60 -0.04 -0.94
C 2.5873 -0.5760 -2.0889 0.02 0.04 0.08
C 3.6800 -0.0206 -1.1772 -0.04 0.09 0.07
O 3.1622 0.6023 0.0043 0.74 -0.26 0.06
C 3.5200 0.0290 1.2732 -0.09 0.07 -0.10
C 2.3921 -0.7576 1.9110 -0.01 0.05 -0.11
O 1.3380 0.1589 2.2142 0.19 -0.34 0.96
C 0.2155 -0.4757 2.8342 0.20 0.08 0.02
H 2.3710 1.1836 -4.0271 0.02 -0.02 -0.02
H 2.5049 2.1709 -2.5513 0.00 -0.01 0.01
H 0.9338 1.9806 -3.3600 -0.01 0.01 0.02
H 3.0613 -0.8547 -3.0367 -0.02 -0.06 -0.04
H 2.1232 -1.4669 -1.6535 0.01 0.12 0.00
H 4.2640 0.7323 -1.7125 0.04 0.07 0.04
H 4.3528 -0.8424 -0.9208 -0.02 -0.04 0.00
H 3.7725 0.8598 1.9349 0.04 0.06 -0.05
H 4.3984 -0.6104 1.1699 0.00 -0.05 -0.04
H 2.7669 -1.2136 2.8325 0.01 -0.07 0.05
H 2.0386 -1.5602 1.2447 0.01 0.04 0.11
H 0.5023 -0.9208 3.7913 0.04 0.01 0.02
H -0.2020 -1.2566 2.1922 0.03 0.00 -0.03
H -0.5336 0.2966 3.0117 0.07 -0.02 -0.04
N -3.2771 2.8413 0.0126 -0.24 0.13 0.00
C -3.9742 1.6444 0.0178 0.01 0.20 0.00
C -5.3377 1.3605 0.0116 0.04 0.02 0.00
C -5.6839 0.0243 0.0183 0.04 -0.04 0.00
C -4.7055 -0.9855 0.0292 0.03 0.02 0.00
C -3.3552 -0.6918 0.0350 0.13 -0.02 -0.01
C -2.9883 0.6582 0.0298 0.36 -0.03 0.02
N -1.7124 1.2550 0.0344 -1.33 0.06 0.03
C -1.9499 2.5391 0.0224 0.29 0.00 0.02
C -0.8952 3.5657 0.0275 0.15 -0.49 -0.02
C -1.0593 4.9114 0.0566 -0.19 0.31 0.01
S 0.4596 5.6837 0.0682 0.10 0.16 0.00
C 1.2298 4.1557 0.0310 -0.16 -0.19 0.00
N 0.4190 3.1411 0.0096 -0.04 0.51 0.00
H -3.6810 3.7597 0.0000 0.01 0.02 0.00
H -6.0885 2.1414 0.0023 0.04 -0.03 0.00
H -6.7316 -0.2520 0.0130 0.05 0.01 0.00
H -5.0201 -2.0225 0.0284 0.03 0.06 0.00
H -2.5997 -1.4738 0.0295 -0.07 0.07 0.00
H -1.9756 5.4859 0.0774 0.13 -0.08 0.00
H 2.3123 4.0643 0.0289 -0.21 -0.02 0.00
C 0.1277 -6.2550 0.2960 -0.13 0.14 -0.11
O -0.3091 -4.9234 -0.0014 0.12 -0.10 -0.09
C 0.6103 -3.9496 -0.1165 0.17 0.28 0.67
S 2.2445 -4.2628 0.1160 -0.03 0.08 -0.25
S -0.0587 -2.3936 -0.3436 -0.25 -0.57 -0.27
H -0.7837 -6.8210 0.4651 -0.06 0.00 -0.02
H 0.7635 -6.2759 1.1761 0.02 0.07 0.09
H 0.6841 -6.6729 -0.5392 0.06 0.00 -0.08